No. 1
Entry from the OMol25 dataset: one molecule with the formula C4H10N2O at a distorted geometry (the ωB97M-V functional and the def2-TZVPD basis).

```
17
C4H10N2O the ωB97M-V functional and the def2-TZVPD basis
N -0.66 2.46 0.49
C 0.03 1.47 -0.36
C -0.11 0.02 0.11
N 0.81 -0.16 1.26
C 0.35 -0.93 -0.98
C -0.19 -2.30 -0.70
O 0.42 -3.29 -0.40
H -1.47 2.01 0.89
H -0.05 2.63 1.29
H -0.41 1.54 -1.36
H 1.09 1.71 -0.43
H -1.15 -0.17 0.39
H 0.33 0.06 2.13
H 0.95 -1.16 1.42
H -0.07 -0.64 -1.95
H 1.44 -0.92 -1.06
H -1.31 -2.32 -0.75
```

Results
2S+1   1
DFT total energy   -343.140193 a.u.
Structure (SMILES)   NC[C@H](N)CC=O
Frontier orbital gap   0.3822 Ha
Energy above the lowest of the compared OMol25 structures with the same formula, charge and spin   160.86 kJ/mol

***

No. 2
Entry from the OMol25 dataset: an isolated ion of composition C3H8N3 and charge +1 at a distorted geometry (the ωB97M-V functional and the def2-TZVPD basis).

```
14
C3H8N3 the ωB97M-V functional and the def2-TZVPD basis
N -2.06 -0.32 -0.48
N -0.71 -0.09 -0.21
C 0.27 -0.32 -1.04
C 1.53 -0.26 -0.31
N 1.18 0.18 0.98
C -0.18 0.43 1.06
H -2.14 -0.31 -1.44
H -2.70 0.31 0.01
H 0.13 -0.72 -2.01
H 1.91 -1.22 -0.14
H 2.33 0.26 -0.86
H 1.84 0.80 1.53
H -0.82 -0.16 1.74
H -0.59 1.43 1.17
```

Results
2S+1   1
DFT total energy   -283.048111 a.u.
Structure (SMILES)   N[N+]1=CCNC1
Frontier orbital gap   0.3351 Ha
Energy above the lowest of the compared OMol25 structures with the same formula, charge and spin   303.64 kJ/mol
Net charge   +1

***

No. 3
Entry from the OMol25 dataset: one molecule with the formula C2H4N2OS at a distorted geometry (the ωB97M-V functional and the def2-TZVPD basis).

```
10
C2H4N2OS the ωB97M-V functional and the def2-TZVPD basis
O -2.36 0.30 -0.01
C -1.65 -0.69 0.00
N -0.31 -0.63 0.00
N 0.26 0.61 0.00
C 1.59 0.78 0.00
S 2.70 -0.44 0.00
H -2.04 -1.71 -0.01
H 0.35 -1.41 0.02
H -0.40 1.35 0.01
H 1.87 1.84 0.00
```

Results
2S+1   1
DFT total energy   -661.523233 a.u.
Structure (SMILES)   O=CNNC=S
Frontier orbital gap   0.3475 Ha
Energy above the lowest of the compared OMol25 structures with the same formula, charge and spin   163.57 kJ/mol

***

No. 4
Entry from the OMol25 dataset: a 16-piece molecular cluster, C72H152N8O24 overall at a distorted geometry (the ωB97M-V functional and the def2-TZVPD basis).

```
256
C72H152N8O24 the ωB97M-V functional and the def2-TZVPD basis
C -1.37 -2.40 -3.84
C -2.28 -2.82 -5.00
N -2.16 -1.90 -6.15
C -2.44 -2.60 -7.40
C -1.38 -3.58 -7.95
C -3.17 -0.76 -5.97
C -2.82 0.39 -6.79
H -1.60 -1.38 -3.56
H -0.30 -2.50 -3.98
H -1.64 -3.08 -3.03
H -1.89 -3.82 -5.19
H -3.31 -2.98 -4.68
H -3.36 -3.17 -7.23
H -2.55 -1.82 -8.14
H -0.35 -3.25 -7.77
H -1.51 -4.52 -7.42
H -1.57 -3.67 -9.02
H -3.28 -0.44 -4.93
H -4.06 -1.25 -6.36
H -2.94 0.14 -7.85
H -1.76 0.65 -6.74
H -3.37 1.28 -6.50
C 3.12 0.32 5.01
C 3.75 0.88 6.34
N 3.25 0.23 7.55
C 3.68 0.89 8.76
C 3.28 2.41 8.82
C 3.46 -1.19 7.57
C 2.97 -2.05 8.78
H 3.84 0.59 4.24
H 2.17 0.78 4.73
H 2.94 -0.74 4.85
H 4.82 0.73 6.24
H 3.58 1.96 6.31
H 3.24 0.50 9.67
H 4.76 0.79 8.86
H 3.74 3.08 8.08
H 2.23 2.36 8.53
H 3.54 2.80 9.80
H 4.54 -1.31 7.46
H 3.10 -1.58 6.62
H 3.37 -3.05 8.67
H 1.88 -2.03 8.80
H 3.26 -1.62 9.74
C 6.88 -2.89 2.92
C 6.37 -1.46 3.11
N 6.84 -0.49 2.11
C 6.46 -0.63 0.71
C 4.93 -0.91 0.55
C 8.28 -0.20 2.34
C 8.78 1.04 1.58
H 6.72 -3.60 3.74
H 7.97 -2.91 2.94
H 6.54 -3.31 1.98
H 5.28 -1.55 3.17
H 6.68 -0.99 4.04
H 6.65 0.29 0.15
H 7.01 -1.49 0.33
H 4.33 -0.26 1.18
H 4.58 -0.77 -0.47
H 4.66 -1.90 0.94
H 8.96 -0.98 2.02
H 8.45 0.13 3.37
H 8.28 1.95 1.91
H 8.72 0.92 0.50
H 9.85 1.10 1.77
C -0.60 1.64 -4.10
C 0.34 2.43 -4.95
N 0.24 3.85 -4.77
C -1.14 4.41 -4.98
C -1.72 4.26 -6.38
C 1.28 4.59 -5.57
C 1.42 6.03 -5.07
H -1.58 1.80 -4.54
H -0.53 2.01 -3.08
H -0.42 0.57 -3.93
H 1.37 2.22 -4.64
H 0.23 2.12 -5.99
H -1.12 5.45 -4.64
H -1.91 4.00 -4.33
H -2.61 4.88 -6.48
H -1.86 3.25 -6.79
H -1.05 4.77 -7.08
H 2.23 4.06 -5.54
H 1.02 4.44 -6.62
H 1.52 6.02 -3.99
H 2.26 6.50 -5.58
H 0.53 6.59 -5.37
C -3.92 3.57 -0.61
C -5.20 2.66 -0.70
N -6.03 2.95 -1.89
C -7.36 2.33 -1.71
C -8.27 3.14 -0.83
C -5.43 2.70 -3.19
C -5.22 1.22 -3.40
H -3.14 3.21 -1.28
H -3.39 3.54 0.34
H -4.05 4.61 -0.92
H -4.99 1.60 -0.57
H -5.70 2.93 0.23
H -7.81 2.24 -2.71
H -7.21 1.30 -1.39
H -9.15 2.59 -0.48
H -7.86 3.37 0.16
H -8.57 4.03 -1.38
H -4.49 3.24 -3.31
H -5.99 3.11 -4.04
H -4.70 1.23 -4.36
H -6.07 0.54 -3.39
H -4.64 0.87 -2.55
C 0.80 -6.33 4.32
C 1.57 -5.99 3.06
N 1.47 -4.67 2.57
C 1.80 -3.50 3.49
C 3.18 -3.67 4.17
C 2.12 -4.50 1.27
C 1.55 -5.32 0.16
H 1.00 -7.34 4.69
H -0.25 -6.38 4.04
H 0.82 -5.73 5.22
H 2.64 -6.23 3.12
H 1.19 -6.66 2.28
H 1.79 -2.61 2.86
H 0.98 -3.61 4.20
H 3.03 -4.53 4.82
H 4.03 -3.81 3.51
H 3.42 -2.86 4.87
H 3.20 -4.56 1.33
H 1.92 -3.46 1.01
H 2.13 -6.21 -0.07
H 1.52 -4.85 -0.83
H 0.57 -5.73 0.41
C -5.97 -2.35 -1.67
C -5.72 -3.39 -2.72
N -6.60 -3.31 -3.90
C -6.95 -4.61 -4.53
C -5.74 -5.44 -4.99
C -6.04 -2.33 -4.87
C -7.08 -1.68 -5.82
H -6.98 -1.93 -1.65
H -5.32 -1.49 -1.77
H -5.69 -2.65 -0.66
H -4.67 -3.43 -3.02
H -5.92 -4.32 -2.19
H -7.59 -5.18 -3.85
H -7.48 -4.50 -5.48
H -4.88 -4.95 -5.46
H -5.17 -5.93 -4.20
H -5.95 -6.31 -5.61
H -5.25 -2.79 -5.47
H -5.48 -1.59 -4.30
H -7.75 -1.08 -5.21
H -7.76 -2.45 -6.19
H -6.71 -1.16 -6.71
C -2.50 -0.29 -0.56
C -1.11 0.32 -0.64
N -0.32 -0.16 0.45
C -0.66 0.60 1.68
C -0.09 0.05 2.98
C 1.16 -0.29 0.20
C 1.63 -0.94 -1.08
H -3.13 -0.01 -1.40
H -3.00 0.01 0.35
H -2.42 -1.37 -0.65
H -0.64 0.07 -1.59
H -1.20 1.40 -0.64
H -1.73 0.62 1.87
H -0.36 1.65 1.66
H -0.34 -1.01 2.95
H -0.56 0.52 3.84
H 1.00 0.05 3.06
H 1.55 0.73 0.18
H 1.53 -0.88 1.04
H 1.60 -0.17 -1.84
H 2.64 -1.36 -1.00
H 0.96 -1.76 -1.34
C -5.01 -0.58 2.33
C -3.80 -0.81 3.33
O -3.75 0.51 3.90
C -4.29 1.47 2.99
O -4.34 2.67 3.18
O -4.97 0.80 2.03
H -5.99 -0.83 2.73
H -4.92 -1.13 1.39
H -2.87 -1.01 2.79
H -4.06 -1.52 4.12
C 1.97 5.72 5.93
C 0.61 5.20 6.51
O 0.01 4.56 5.43
C 0.90 4.31 4.48
O 0.75 3.42 3.63
O 2.03 4.94 4.73
H 2.79 5.45 6.59
H 1.95 6.77 5.63
H 0.01 6.08 6.72
H 0.80 4.63 7.42
C 0.32 3.95 -0.46
C 1.27 5.07 -0.99
O 0.36 6.11 -1.53
C -0.84 5.90 -0.91
O -1.82 6.73 -1.07
O -0.83 4.69 -0.25
H 0.81 3.40 0.34
H 0.23 3.22 -1.26
H 1.87 4.65 -1.80
H 1.98 5.43 -0.25
C 2.08 -0.93 -4.75
C 1.48 -1.87 -5.90
O 2.63 -2.02 -6.76
C 3.72 -1.67 -6.13
O 4.90 -1.70 -6.52
O 3.41 -1.16 -4.95
H 1.66 -1.35 -3.83
H 1.95 0.15 -4.82
H 0.62 -1.39 -6.38
H 1.20 -2.86 -5.56
C -1.73 -5.25 1.73
C -1.70 -3.84 1.26
O -2.99 -3.41 1.35
C -3.67 -4.13 2.20
O -4.88 -4.01 2.47
O -2.91 -5.24 2.51
H -0.89 -5.45 2.40
H -1.60 -5.92 0.88
H -1.34 -3.57 0.26
H -1.17 -3.24 2.01
C -0.14 0.62 7.08
C -1.48 0.02 6.62
O -2.06 -0.20 7.88
C -1.32 0.30 8.91
O -1.70 0.33 10.06
O -0.29 0.96 8.42
H 0.15 1.58 6.65
H 0.73 -0.04 7.09
H -1.26 -0.86 6.01
H -1.98 0.86 6.13
C 5.21 2.46 2.43
C 3.76 2.88 2.55
O 3.68 3.88 1.53
C 4.93 4.27 1.20
O 5.23 5.27 0.49
O 5.73 3.59 1.88
H 5.43 1.62 1.77
H 5.71 2.21 3.36
H 3.43 3.22 3.53
H 3.07 2.08 2.28
C 4.13 2.71 -4.04
C 5.48 2.14 -3.68
O 5.36 1.67 -2.39
C 4.12 1.84 -1.96
O 3.72 1.53 -0.84
O 3.39 2.37 -2.89
H 3.73 2.21 -4.93
H 4.23 3.78 -4.16
H 6.23 2.89 -3.92
H 5.63 1.25 -4.29
```

Results
2S+1   1
DFT total energy   -5078.104663 a.u.
Frontier orbital gap   0.2884 Ha

***

No. 5
Entry from the OMol25 dataset: a 2-piece molecular cluster, C8H9BrS overall at a distorted geometry (the ωB97M-V functional and the def2-TZVPD basis).

```
19
C8H9BrS the ωB97M-V functional and the def2-TZVPD basis
C -2.20 0.43 -1.65
C -2.29 0.62 -0.31
C -1.04 -0.01 -2.34
C -1.17 0.36 0.47
C 0.09 -0.16 -1.62
C 0.05 -0.04 -0.22
C 1.33 0.37 1.99
C 1.31 -0.21 0.59
S 2.84 -0.27 -0.24
Br 0.90 -2.94 1.42
H -3.11 0.58 -2.13
H -3.26 0.95 0.08
H -1.02 -0.32 -3.39
H -1.09 0.28 1.58
H 1.02 -0.64 -1.99
H 2.19 0.09 2.56
H 0.53 -0.08 2.48
H 1.34 1.39 1.95
H 3.58 -0.41 0.78
```

Results
2S+1   1
DFT total energy   -3282.370251 a.u.
Frontier orbital gap (spin up / spin down)   0.2386 / 0.2389 Ha
Energy above the lowest of the compared OMol25 structures with the same formula, charge and spin   37.09 kJ/mol

***

No. 6
Entry from the OMol25 dataset: C10H28Cl2O12Pd as an isolated structure at a distorted geometry (the ωB97M-V functional and the def2-TZVPD basis).

```
53
C10H28Cl2O12Pd the ωB97M-V functional and the def2-TZVPD basis
Pd 0.22 0.27 0.08
Cl -2.92 -1.11 -1.78
O -1.72 -0.64 -1.21
O -2.99 -0.77 -3.12
O -2.71 -2.55 -1.65
O -3.95 -0.65 -0.95
Cl 2.72 0.81 2.53
O 2.52 0.57 1.13
O 3.91 1.60 2.67
O 1.60 1.50 3.13
O 2.83 -0.52 3.15
C 0.64 -4.02 -0.75
C 0.29 -2.94 0.35
C 0.83 -3.32 1.66
O 0.95 -1.74 -0.01
H 1.70 -3.93 -1.00
H 0.04 -3.94 -1.66
H 0.44 -5.00 -0.31
H -0.80 -2.85 0.43
H 1.91 -3.47 1.72
H 0.42 -4.26 2.02
H 0.56 -2.61 2.44
H 1.89 -1.91 -0.09
C -0.94 4.02 -1.55
C -0.09 3.36 -0.49
C -0.04 4.26 0.78
O -0.78 2.20 -0.02
H -1.95 4.25 -1.21
H -1.10 3.38 -2.42
H -0.58 4.98 -1.89
H 0.88 3.13 -0.93
H -0.99 4.55 1.24
H 0.41 5.16 0.35
H 0.66 3.83 1.49
H -1.72 2.33 -0.20
C 2.71 -0.21 -3.25
C 2.04 0.94 -2.55
O 0.88 0.45 -2.03
H 3.73 0.04 -3.55
H 2.18 -0.41 -4.17
H 2.70 -1.15 -2.70
H 1.83 1.83 -3.14
H 2.65 1.25 -1.70
H 0.37 0.24 -2.82
C -2.79 -1.47 2.61
C -2.41 -0.06 2.28
O -1.05 -0.10 1.89
H -2.12 -2.00 3.29
H -2.87 -2.00 1.66
H -3.78 -1.53 3.07
H -2.42 0.55 3.18
H -3.02 0.39 1.50
H -0.73 -0.73 2.54
```

Results
2S+1   3
DFT total energy   -2348.292051 a.u.
Frontier orbital gap (spin up / spin down)   0.3595 / 0.2492 Ha

***

No. 7
Entry from the OMol25 dataset: one molecule with the formula C20H27N5O4 (the ωB97M-V functional and the def2-TZVPD basis).

```
56
C20H27N5O4 the ωB97M-V functional and the def2-TZVPD basis
C 3.02 -4.43 1.49
C 3.56 -3.03 1.47
C 2.74 -1.95 1.46
C 3.29 -0.61 1.46
N 2.80 0.57 1.47
C 1.40 0.96 1.36
C 1.42 2.34 0.68
C 0.04 2.96 0.52
C -0.90 2.04 -0.25
C -0.94 0.68 0.45
C 0.44 0.04 0.59
C -2.29 2.66 -0.36
N -3.13 1.91 -1.29
C -4.16 1.16 -0.80
O -4.37 1.05 0.40
C -5.08 0.51 -1.76
C -5.61 0.96 -2.92
O -6.51 0.11 -3.39
N -6.60 -0.97 -2.51
C -5.77 -0.72 -1.55
C -5.63 -1.68 -0.41
C -2.53 1.78 -2.61
C -1.13 1.20 -2.48
O -0.34 1.93 -1.57
N 4.69 -0.65 1.51
C 5.44 -1.77 1.50
C 6.93 -1.54 1.50
O 7.61 -2.75 1.70
N 4.94 -2.96 1.47
H 1.93 -4.45 1.48
H 3.40 -4.97 0.63
H 3.38 -4.95 2.38
H 1.68 -2.10 1.48
H 1.00 1.09 2.37
H 2.07 3.00 1.25
H 1.88 2.21 -0.31
H -0.40 3.15 1.50
H 0.11 3.91 -0.01
H -1.38 0.84 1.44
H -1.62 0.00 -0.06
H 0.87 -0.17 -0.40
H 0.30 -0.90 1.11
H -2.78 2.68 0.61
H -2.18 3.68 -0.75
H -5.46 1.86 -3.50
H -5.84 -1.18 0.53
H -6.30 -2.52 -0.56
H -4.60 -2.05 -0.36
H -3.13 1.13 -3.24
H -2.48 2.77 -3.08
H -1.20 0.15 -2.18
H -0.62 1.25 -3.44
H 5.13 0.26 1.54
H 7.19 -1.09 0.53
H 7.16 -0.81 2.28
H 8.55 -2.58 1.62
```

Results
2S+1   1
DFT total energy   -1353.030128 a.u.
Structure (SMILES)   Cc1c/c(=N\[C@H]2CC[C@@]3(CC2)CN(C(=O)c2conc2C)CCO3)[nH]c(CO)n1
Frontier orbital gap   0.3186 Ha
Energy above the lowest of the compared OMol25 structures with the same formula, charge and spin   142.20 kJ/mol

***

No. 8
Entry from the OMol25 dataset: C4H4O5Sn as an isolated structure at a distorted geometry (the ωB97M-V functional and the def2-TZVPD basis).

```
14
C4H4O5Sn the ωB97M-V functional and the def2-TZVPD basis
O -3.02 -1.40 -0.08
C -1.86 -1.00 -0.12
O -0.87 -1.52 0.51
O -1.58 -0.01 -1.00
C -0.24 0.21 -1.56
H -0.25 -0.30 -2.53
C -0.11 1.70 -1.82
H -1.08 2.17 -2.08
H 0.31 2.25 -0.96
H 0.56 1.86 -2.68
C 1.34 2.32 1.68
O 2.12 1.56 1.29
O 0.55 3.07 2.08
Sn 0.87 -0.72 -0.15
```

Results
2S+1   1
DFT total energy   -745.324769 a.u.
Frontier orbital gap   0.2884 Ha
Energy above the lowest of the compared OMol25 structures with the same formula, charge and spin   0.00 kJ/mol